DFT (ωB97M-V/def2-TZVPD) results for a 2-piece molecular cluster, C3H8O2S overall.

ΔE to the lowest compared entry with this formula, charge and spin: 18.9 kcal/mol
Net charge: 0
SMILES: O=CO.CSC

Positions of all 14 atoms, in Å:
O -2.920 -1.813 0.346
C -2.366 -1.068 -0.402
O -3.002 -0.326 -1.337
H -1.283 -0.843 -0.423
H -3.851 -0.004 -0.992
C 2.358 2.114 0.782
S 1.976 0.696 -0.303
C 1.516 -0.568 0.980
H 1.698 2.081 1.644
H 3.384 2.027 1.104
H 2.196 3.050 0.264
H 0.449 -0.723 0.925
H 1.785 -0.212 1.968
H 2.072 -1.425 0.607

DFT (ωB97M-V/def2-TZVPD) results for a 2-piece molecular cluster, C4H5IN2 overall.

ΔE to the lowest compared entry with this formula, charge and spin: 123.6 kcal/mol
Net charge: 0

Positions of all 12 atoms, in Å:
C 2.121 -0.990 -0.316
C 1.280 -0.148 -0.157
C 0.142 0.656 0.007
C -1.363 -0.778 0.383
N -0.371 1.719 -0.748
N 0.014 1.879 0.660
I -3.161 0.296 0.499
H 2.908 -1.670 -0.455
H -1.079 -1.212 1.323
H -1.315 -1.433 -0.464
H 0.311 2.167 -1.361
H -0.819 1.978 1.243

DFT (ωB97M-V/def2-TZVPD) results for C39H32BrCl6InN2O12Te as an isolated structure.

ΔE to the lowest compared entry with this formula, charge and spin: 16.0 kcal/mol
Net charge: -2

Positions of all 94 atoms, in Å:
In -0.741 1.686 -0.437
C -3.488 -5.797 -1.790
C -2.974 -5.172 -0.486
C -1.797 -6.005 0.044
C -4.099 -5.229 0.547
C -2.511 -3.741 -0.747
C -3.022 -2.645 -0.072
C -2.556 -1.378 -0.369
Br -3.278 0.074 0.646
C -1.570 -1.099 -1.334
O -1.259 0.113 -1.707
C -0.954 -2.238 -1.920
C -1.479 -3.492 -1.654
C 0.278 -2.130 -2.841
C 1.123 -0.864 -2.619
C -0.183 -2.164 -4.303
C 1.232 -3.310 -2.576
H -3.811 -6.829 -1.621
H -2.712 -5.806 -2.557
H -4.334 -5.227 -2.179
H -2.112 -7.036 0.237
H -1.415 -5.576 0.972
H -0.974 -6.029 -0.672
H -4.410 -6.266 0.695
H -4.970 -4.658 0.219
H -3.774 -4.834 1.511
H -3.787 -2.747 0.685
H -1.040 -4.343 -2.159
H 0.629 0.037 -2.968
H 2.065 -0.982 -3.165
H 1.349 -0.741 -1.556
H -0.843 -1.319 -4.511
H -0.727 -3.088 -4.521
H 0.678 -2.100 -4.977
H 1.531 -3.318 -1.525
H 2.128 -3.193 -3.192
H 0.798 -4.280 -2.819
Cl -1.028 4.860 1.196
C -2.263 4.531 0.041
C -2.297 3.313 -0.640
C -3.336 3.169 -1.570
Cl -3.480 1.739 -2.527
C -4.292 4.161 -1.789
Cl -5.564 3.925 -2.937
C -4.224 5.353 -1.086
Cl -5.400 6.593 -1.352
C -3.201 5.543 -0.171
Cl -3.103 7.039 0.693
O 1.049 -1.761 1.446
C 0.462 -0.689 1.526
O 0.040 -0.022 0.512
C 0.117 -0.131 2.883
C 0.185 -0.986 3.950
C -0.072 -0.544 5.252
C -0.343 0.792 5.490
C -0.369 1.662 4.431
C -0.220 1.261 3.053
O -0.368 2.083 2.112
N -0.517 3.075 4.763
O 0.171 3.881 4.169
O -1.256 3.369 5.695
N -0.014 -1.462 6.361
O -0.231 -1.032 7.490
O 0.239 -2.636 6.135
H 0.462 -2.014 3.765
H -0.510 1.153 6.494
O 0.298 2.370 -2.414
Cl 0.181 3.689 -3.095
O 0.470 4.714 -2.123
O 1.143 3.707 -4.165
O -1.156 3.822 -3.602
Te 1.829 3.083 0.594
C 3.323 3.322 -0.900
C 4.252 4.349 -0.760
C 5.246 4.532 -1.712
C 5.314 3.691 -2.814
C 4.385 2.671 -2.963
C 3.390 2.488 -2.012
C 2.896 1.590 1.632
C 3.429 0.480 0.992
C 4.115 -0.475 1.727
C 4.255 -0.333 3.100
C 3.716 0.773 3.742
C 3.042 1.739 3.008
H 4.198 5.007 0.099
H 5.960 5.339 -1.597
H 6.083 3.839 -3.562
H 4.413 2.029 -3.834
H 2.642 1.719 -2.163
H 3.279 0.334 -0.070
H 4.494 -1.358 1.229
H 4.762 -1.098 3.675
H 3.805 0.880 4.816
H 2.606 2.598 3.506

DFT (ωB97M-V/def2-TZVPD) results for C14H21ClGaINO4 as an isolated structure.

Net charge: -1
E_tot: -97533.443 eV

Positions of all 43 atoms, in Å:
C -0.991 -2.974 -5.714
C -2.039 -1.718 -5.503
I -4.145 -2.310 -5.931
C -1.896 -0.995 -4.003
Ga -1.475 1.003 -4.384
Cl 0.745 1.082 -4.994
C -1.848 2.281 -2.802
C -1.024 1.683 -1.502
C -1.463 2.331 -0.062
C -1.038 1.426 1.252
O -1.222 -0.024 1.076
C 0.023 -0.704 0.684
O 1.090 -0.141 0.110
H -0.478 -3.266 -4.693
H -0.139 -2.719 -6.510
H -1.574 -3.899 -6.191
H -1.748 -0.912 -6.327
H -1.047 -1.545 -3.370
H -2.939 -1.161 -3.458
H -2.476 1.442 -5.589
H -1.429 3.341 -3.115
H -2.986 2.323 -2.475
H -1.180 0.501 -1.542
H 0.153 1.857 -1.599
H -1.032 3.433 0.005
H -2.629 2.434 -0.054
H -1.788 1.748 2.122
H 0.050 1.703 1.660
H 0.069 -1.883 0.840
C 2.289 -0.715 3.311
C 1.217 -0.658 4.203
C 1.442 -0.367 5.550
C 2.750 -0.130 5.994
C 3.829 -0.194 5.102
C 3.592 -0.489 3.758
N 2.990 0.202 7.404
O 2.012 0.230 8.165
O 4.156 0.438 7.751
H 2.108 -0.937 2.261
H 0.205 -0.837 3.847
H 0.596 -0.326 6.232
H 4.850 -0.017 5.435
H 4.423 -0.538 3.058

> Which value of net charge does entry 4 give?

-1